Entry 1:
Below is 2 unconnected molecules or ions with the total composition C31H40BCl2F8IN3O6, with properties calculated with wB97M-V/def2-TZVPD.

Geometry (Å):
C (2.27361, -4.66723, -2.23003)
C (1.90555, -3.30789, -1.53337)
C (0.34430, -3.21452, -1.48889)
I (-0.49945, -4.31691, 0.18503)
C (-0.20450, -1.80885, -1.55236)
N (-1.26693, -1.42145, -2.16167)
C (-1.98106, -2.49692, -2.91999)
N (-3.10867, -2.05007, -3.70859)
C (-1.64604, 0.04639, -2.12867)
C (-1.03200, 0.44662, -3.54272)
C (-2.04111, 0.52763, -4.70731)
O (-1.72035, 0.06200, -5.77405)
C (-3.13428, 0.37632, -1.93030)
Cl (-4.31213, -0.82288, -1.32810)
C (-3.67218, 1.58039, -2.18017)
C (-2.93145, 2.77242, -2.73193)
Cl (-5.37327, 1.90294, -1.87695)
C (-0.77763, 0.40165, -0.85750)
C (-0.20434, 1.82323, -0.74931)
O (-1.15290, 2.84201, -0.44661)
C (-0.58295, 3.98154, 0.08181)
C (0.08136, 4.06004, 1.30409)
C (0.61407, 5.25439, 1.76481)
C (0.46743, 6.42622, 1.03340)
C (-0.21379, 6.37685, -0.18136)
C (-0.71738, 5.16528, -0.65071)
B (-1.59094, -0.01803, 0.49827)
C (-1.79509, 0.92668, 1.77025)
O (-2.15278, -1.29073, 0.61949)
C (0.46571, -0.60142, -0.79112)
C (1.86447, -0.11599, -1.26114)
C (2.05681, 0.23065, -2.76482)
C (3.60847, 0.37559, -2.99889)
C (4.34429, -0.97695, -3.17983)
O (4.99405, -1.35786, -1.96301)
N (0.61628, -0.68419, 0.69546)
C (1.35053, -1.56944, 1.15768)
O (2.26053, -2.13798, 1.63740)
H (2.09501, -4.56406, -3.31281)
H (1.60714, -5.46573, -1.86496)
H (3.33179, -4.91355, -2.05945)
H (2.30369, -2.52558, -2.19147)
H (2.36503, -3.35589, -0.53813)
H (0.05966, -3.83742, -2.34982)
H (-1.24688, -2.91843, -3.62745)
H (-2.28660, -3.27111, -2.19515)
H (-3.94913, -2.41565, -3.26951)
H (-3.10892, -2.47191, -4.63253)
H (-0.49745, 1.40878, -3.49604)
H (-0.28981, -0.29667, -3.85553)
H (-3.06606, 0.94608, -4.63909)
H (-3.21402, 3.71611, -2.23908)
H (-1.84166, 2.71725, -2.71818)
H (-3.23395, 2.89406, -3.79207)
H (0.53601, 1.81680, 0.07479)
H (0.37030, 2.15133, -1.64064)
H (0.18918, 3.13587, 1.88274)
H (1.15642, 5.27955, 2.71287)
H (0.84880, 7.39506, 1.36027)
H (-0.40253, 7.24692, -0.81563)
H (-1.26123, 5.12216, -1.59842)
H (-2.19283, 0.36219, 2.63297)
H (-2.41069, 1.81247, 1.54653)
H (-0.79147, 1.27463, 2.08292)
H (-2.98647, -1.17769, 1.09507)
H (2.65104, -0.86712, -1.06735)
H (2.21998, 0.75929, -0.69186)
H (1.74743, -0.60423, -3.42398)
H (1.62156, 1.18438, -3.08473)
H (3.74350, 0.95002, -3.93071)
H (4.06407, 0.93451, -2.16767)
H (3.71564, -1.77090, -3.61901)
H (5.15814, -0.79544, -3.90633)
H (4.63853, -2.18585, -1.62337)
C (0.82390, -1.07477, 4.70067)
C (0.45376, -2.51514, 5.11723)
C (-1.03021, -2.79857, 5.36542)
F (-1.52590, -2.06965, 6.37806)
F (-1.19476, -4.10034, 5.70067)
F (1.19286, -2.86675, 6.18651)
F (0.84759, -3.32849, 4.09097)
O (1.31961, -0.20228, 5.70951)
C (0.42240, 0.52040, 6.48926)
C (0.51857, 0.15023, 7.97117)
F (0.24091, -1.15314, 8.16419)
F (-0.37906, 0.86490, 8.68383)
F (-0.82731, 0.39868, 6.00544)
F (0.75805, 1.82009, 6.34637)
H (1.66557, -1.18078, 4.01532)
H (0.03598, -0.60202, 4.11012)
H (-1.62239, -2.60405, 4.46532)
H (1.52094, 0.35195, 8.35448)

Its HOMO-LUMO gap is 0.258 hartree. As for the LUMO energy: -4.380 eV. Its net charge is +1.

Löwdin atomic charge list, values in e, 5 entries: -0.08, -0.28, -0.60, 1.06, -0.14

***

Entry 2:
Below is a molecular structure, C31H40CoGeN5O4S, with properties calculated with wB97M-V/def2-TZVPD.

Geometry (Å):
Co (0.24236, 0.63135, 0.08300)
O (-5.14494, 4.74865, 1.13180)
C (-4.03594, 4.84145, 0.67790)
O (-3.26384, 5.66055, 0.23020)
C (-3.27554, 3.40805, 0.65340)
C (-2.40834, 3.11195, 1.68470)
C (-1.65124, 1.94945, 1.55390)
N (-1.76294, 1.15455, 0.48690)
C (-2.65694, 1.40345, -0.46630)
C (-3.43874, 2.56495, -0.42270)
C (-2.75054, 0.39255, -1.52870)
C (-3.82274, 0.35555, -2.42060)
C (-3.86324, -0.62815, -3.39350)
C (-2.83864, -1.55755, -3.43450)
C (-1.83174, -1.46395, -2.48320)
N (-1.77654, -0.52135, -1.56150)
C (-0.60954, 1.53305, 2.49570)
C (-0.51544, 2.02675, 3.79010)
C (0.54596, 1.63815, 4.58690)
C (1.44946, 0.72175, 4.07420)
C (1.27306, 0.24905, 2.78580)
N (0.28486, 0.65295, 1.99400)
H (-2.28014, 3.77605, 2.52400)
H (-4.13524, 2.81545, -1.20500)
H (-4.62794, 1.06595, -2.34410)
H (-4.67894, -0.66995, -4.09900)
H (-2.82774, -2.34475, -4.17100)
H (-1.04354, -2.20285, -2.46580)
H (-1.24604, 2.72525, 4.16200)
H (0.66266, 2.04155, 5.57910)
H (2.28396, 0.37425, 4.65820)
H (1.95376, -0.48205, 2.37180)
C (1.11426, 6.15585, 0.48530)
N (0.91486, 4.89225, -0.19480)
C (0.70476, 4.81675, -1.52030)
C (0.50416, 3.63465, -2.16210)
C (0.51516, 2.46235, -1.36230)
O (0.34236, 1.26425, -1.74360)
N (0.73886, 2.56715, -0.03760)
C (0.94016, 3.73725, 0.61040)
O (1.13236, 3.81955, 1.80610)
H (0.81466, 6.97685, -0.16090)
H (2.16196, 6.27595, 0.77170)
H (0.51406, 6.15985, 1.39550)
H (0.69706, 5.75565, -2.05570)
H (0.32056, 3.56795, -3.21760)
C (-2.79614, -5.26085, 0.02880)
C (-1.92804, -4.99045, 1.25290)
C (-0.64674, -4.21235, 0.92530)
C (-0.95644, -2.76605, 0.56590)
Ge (0.66796, -1.70675, -0.04490)
C (1.64446, -2.25375, -1.73830)
C (1.90996, -3.74865, -1.87310)
C (2.71326, -4.31455, -0.70530)
C (2.93676, -5.81555, -0.83070)
H (-3.59614, -5.95215, 0.28200)
H (-2.20234, -5.70515, -0.76670)
H (-3.25334, -4.34965, -0.34930)
H (-1.64144, -5.94735, 1.69350)
H (-2.50734, -4.44105, 1.99670)
H (-0.14554, -4.71095, 0.09600)
H (0.02096, -4.24535, 1.78940)
H (-1.37554, -2.25755, 1.43550)
H (-1.70044, -2.72875, -0.22410)
H (1.72806, -2.03415, 1.06150)
H (2.59206, -1.71715, -1.71830)
H (1.08756, -1.88885, -2.59910)
H (2.46616, -3.91125, -2.80180)
H (0.96366, -4.28865, -1.95260)
H (2.17246, -4.11675, 0.22440)
H (3.67656, -3.80475, -0.64940)
H (1.98696, -6.33005, -0.95990)
H (3.41636, -6.20085, 0.06590)
H (3.56916, -6.04705, -1.68350)
C (3.67806, 2.36165, -1.12820)
S (3.24256, 0.69125, -0.57180)
C (4.20266, 0.66425, 0.97220)
H (4.74836, 2.39555, -1.31350)
H (3.40366, 3.08245, -0.36330)
H (3.13266, 2.55735, -2.04680)
H (3.77146, 1.36275, 1.68380)
H (5.23416, 0.92345, 0.75330)
H (4.15846, -0.35045, 1.35190)

Its HOMO-LUMO gap (alpha / beta) is 0.129 / 0.145 hartree. The value obtained for the energy above the lowest of the compared OMol25 structures with the same formula, charge and spin is 97.1 kcal per mole. As for the LUMO energy (alpha / beta): -6.245 / -5.813 eV. As for the expectation value of S²: 0.8060. Its net charge is +1. As for the multiplicity: 2.

Löwdin atomic charge list, values in e, 5 entries: 0.50, 0.05, -0.75, 0.03, -0.05

***

Entry 3:
Below is 6 unconnected molecules or ions with the total composition C31H40F15INO14P, with properties calculated with wB97M-V/def2-TZVPD.

Geometry (Å):
C (-0.19425, -3.24673, 3.86678)
C (-0.25480, -1.62240, 3.83128)
C (-0.28091, -1.02891, 2.36171)
C (-1.04247, 0.13052, 2.02176)
P (-2.09426, 1.10098, 3.24270)
N (-1.33061, 1.39453, 4.62962)
O (-3.53512, 0.22047, 3.46350)
O (-2.37898, 2.64643, 2.54743)
C (-0.98119, 0.68222, 0.50977)
O (-1.98300, 1.12975, -0.09271)
C (0.48451, 0.64017, -0.14457)
C (1.24189, -0.51821, 0.18906)
C (2.73860, -0.63747, -0.37156)
C (3.60550, 0.43896, 0.49667)
C (4.55184, 1.29715, -0.46700)
I (4.76069, -0.49606, 2.09344)
C (0.56921, -1.63281, 1.13354)
O (0.65815, -2.85355, 0.92069)
H (0.82218, -3.64298, 3.52563)
H (-0.35488, -3.62812, 4.92270)
H (-0.96646, -3.60769, 3.11689)
H (0.74658, -1.28749, 4.29528)
H (-1.12656, -1.27148, 4.48902)
H (-0.40010, 0.95635, 4.59642)
H (-4.26290, 0.87593, 3.32633)
H (-1.48611, 2.88487, 2.19588)
H (0.88423, 1.46937, -0.81777)
H (3.18769, -1.66565, -0.16382)
H (2.83975, -0.32814, -1.46022)
H (2.87367, 1.15557, 1.01781)
H (5.53447, 1.57760, 0.03753)
H (4.02337, 2.25703, -0.77983)
H (4.83667, 0.67565, -1.39134)
C (-3.24661, 0.93850, -3.55905)
C (-2.67532, 2.28009, -3.14493)
O (-2.55752, 3.15985, -4.27664)
C (-3.69266, 3.75755, -4.68158)
O (-4.76614, 3.59634, -4.16576)
C (-3.41393, 4.69001, -5.85602)
F (-2.65154, 4.11086, -6.80525)
F (-2.75857, 5.80392, -5.46952)
F (-4.53656, 5.10112, -6.46952)
H (-2.64960, 0.49963, -4.36261)
H (-3.26552, 0.24968, -2.71292)
H (-4.26474, 1.04257, -3.94083)
H (-1.66750, 2.13937, -2.74882)
H (-3.26852, 2.74622, -2.35424)
C (-5.69054, 1.41170, -8.43550)
C (-6.40428, 2.32167, -7.45449)
O (-7.77590, 2.50756, -7.83350)
C (-8.61389, 1.50031, -7.52598)
O (-8.28090, 0.48646, -6.97240)
C (-10.03979, 1.84574, -7.94393)
F (-10.10347, 2.33770, -9.19714)
F (-10.58517, 2.77851, -7.13770)
F (-10.86113, 0.78309, -7.91001)
H (-5.78905, 1.79473, -9.45418)
H (-4.63050, 1.33088, -8.18692)
H (-6.12217, 0.40846, -8.43075)
H (-5.93654, 3.30797, -7.46788)
H (-6.33469, 1.94695, -6.42957)
C (0.31029, 6.39582, -4.44335)
C (0.32127, 4.96364, -3.94579)
O (1.63748, 4.39556, -4.04395)
C (2.50672, 4.74772, -3.07852)
O (2.24737, 5.49160, -2.17029)
C (3.84400, 4.04129, -3.28118)
F (4.27874, 4.11429, -4.55369)
F (3.76640, 2.72799, -2.97745)
F (4.82393, 4.55215, -2.51776)
H (0.70823, 6.45090, -5.45954)
H (-0.70372, 6.79935, -4.43633)
H (0.93937, 7.03593, -3.82098)
H (-0.33207, 4.35449, -4.57452)
H (-0.05577, 4.88748, -2.92211)
C (9.24226, -6.09867, 2.31972)
C (7.78688, -5.87952, 1.95478)
O (7.10062, -5.16129, 2.99058)
C (7.30437, -3.83120, 3.01991)
O (8.01103, -3.23640, 2.25081)
C (6.48598, -3.19049, 4.13641)
F (6.59763, -3.85357, 5.30374)
F (5.17101, -3.15847, 3.83895)
F (6.85132, -1.92104, 4.38682)
H (9.32300, -6.59609, 3.28932)
H (9.74240, -6.70808, 1.56480)
H (9.77618, -5.14978, 2.40440)
H (7.28633, -6.84533, 1.85710)
H (7.68272, -5.36529, 0.99564)
C (-1.47672, -5.86323, 9.74750)
C (-0.83771, -4.57176, 10.21983)
O (0.37795, -4.30855, 9.50324)
C (0.23431, -3.79758, 8.26707)
O (-0.82518, -3.56227, 7.74908)
C (1.59752, -3.52728, 7.63887)
F (2.44516, -4.56500, 7.77845)
F (2.20565, -2.46198, 8.19691)
F (1.51866, -3.27524, 6.32066)
H (-0.76705, -6.69086, 9.82157)
H (-2.36011, -6.09797, 10.34404)
H (-1.77748, -5.79588, 8.69980)
H (-0.56778, -4.66312, 11.27416)
H (-1.52485, -3.72556, 10.13637)

Its HOMO-LUMO gap is 0.275 hartree. As for the SMILES: CCC1=C(P(=N)(O)O)C(=O)C=C(C[C@H](C)I)C1=O.CCOC(=O)C(F)(F)F.CCOC(=O)C(F)(F)F.CCOC(=O)C(F)(F)F.CCOC(=O)C(F)(F)F.CCOC(=O)C(F)(F)F. As for the LUMO energy: -1.535 eV. Its net charge is 0.

Löwdin atomic charge list, values in e, 5 entries: -0.10, -0.18, -0.08, -0.12, 0.67

***

DFT total energy for the records above, in order: -3862.53927 -5637.62556 -4450.37851 Eh